Version 1
ORCA calculation (ωB97M-V/def2-TZVPD) on one molecule with the formula C4H9NO2S.

```
17
C4H9NO2S | the Open Molecules 2025 dataset | ωB97M-V/def2-TZVPD
O 1.84210 -0.01573 -2.65623
C 0.86668 -0.38405 -2.06841
O -0.02956 -1.29798 -2.55477
N 0.35469 0.25037 -0.92498
C -0.83432 -0.35159 -0.23121
C -1.44736 0.86868 0.52034
C -0.69022 1.21681 1.78760
S 0.15323 -0.14960 2.75049
H 0.13694 -1.41352 -3.50956
H 1.06024 0.52851 -0.25414
H -0.48106 -1.21437 0.35406
H -1.47970 -0.71278 -1.01803
H -1.40673 1.60174 -0.27833
H -2.50797 0.90709 0.71170
H -0.02776 2.06561 1.83030
H -1.53743 1.48646 2.45128
H -0.53463 -0.08745 3.90258
```

Computed properties:
- SMILES string = O=C(O)NCCCS
- charge = 0
- HOMO-LUMO gap (eV) = 10.0
- LUMO energy (eV) = 0.59
- highest occupied orbital energy (eV) = -9.385

Atom charges from the Mulliken analysis, given in e for atoms 1 to 4: atom 1 (O): -0.561, atom 2 (C): 0.485, atom 3 (O): -0.474, atom 4 (N): -0.186


Version 2
ORCA calculation (ωB97M-V/def2-TZVPD) on a 2-piece molecular cluster, C4H9NO2S overall.

```
17
C4H9NO2S | the Open Molecules 2025 dataset | ωB97M-V/def2-TZVPD
C 1.12934 -0.64526 0.72267
C -0.27012 -0.62480 1.29011
C -0.24751 0.79268 -0.53589
C -2.01289 0.18945 -1.84267
N 1.16594 0.27177 -0.24837
O -0.92165 0.50229 0.66153
O -0.67140 -0.05518 -1.51303
S 3.38742 -0.59314 2.66009
H 3.22539 0.61845 2.11258
H 2.02390 -1.05479 1.13545
H -0.86527 -1.40982 0.80902
H -0.22741 -0.68690 2.42297
H -0.48540 1.80655 -0.75738
H -2.07400 0.91081 -2.65861
H -2.73557 0.61139 -1.01421
H -2.32642 -0.79992 -2.23894
H 1.90565 0.16642 -1.00534
```

Computed properties:
- charge = 0
- HOMO-LUMO gap (alpha / beta) (eV) = 6.4 / 6.4
- LUMO energy (alpha / beta) (eV) = -0.76 / -0.76
- highest occupied orbital energy (alpha / beta) (eV) = -7.143 / -7.143

Atom charges from the Mulliken analysis, given in e for atoms 1 to 4: atom 1 (C): -0.540, atom 2 (C): -0.246, atom 3 (C): 0.140, atom 4 (C): -0.756


Version 3
ORCA calculation (ωB97M-V/def2-TZVPD) on one molecule with the formula C4H9NO2S.

```
17
C4H9NO2S | the Open Molecules 2025 dataset | ωB97M-V/def2-TZVPD
C -0.33807 0.40255 1.00823
C 0.44426 -0.56600 0.45907
C 1.87231 -0.31416 0.15436
C -0.14185 -1.83751 -0.02924
N -1.88732 2.38737 -0.23693
O -1.32231 0.31970 -1.62700
O 0.41592 1.99199 -1.10219
S -0.86280 1.41934 -0.81649
H -1.34074 0.16506 1.32709
H 0.10476 1.27307 1.46584
H 2.43535 -1.24154 0.07620
H 2.33290 0.33822 0.89266
H 1.92391 0.20410 -0.80611
H -1.18019 -1.94396 0.27235
H 0.43290 -2.69103 0.33679
H -0.10085 -1.84885 -1.12088
H -2.78818 1.94165 -0.25374
```

Computed properties:
- charge = 0
- HOMO-LUMO gap (eV) = 9.2
- LUMO energy (eV) = -0.81
- highest occupied orbital energy (eV) = -9.982

Atom charges from the Mulliken analysis, given in e for atoms 1 to 4: atom 1 (C): -1.164, atom 2 (C): 1.181, atom 3 (C): -1.260, atom 4 (C): -1.349


version 1 is favored, and the nearest alternative lies 51.4 kcal/mol above it.


Version 1
ORCA calculation (ωB97M-V/def2-TZVPD) on one molecule with the formula C8H12N2O2.

```
24
C8H12N2O2 | the Open Molecules 2025 dataset | ωB97M-V/def2-TZVPD
C 0.61968 -1.09135 0.87895
C -0.07637 0.07540 1.43527
C 1.46001 0.58363 -0.77855
C 1.00456 -0.86587 -0.65391
C -0.03052 0.90774 -1.02283
C -0.23768 -0.52498 -1.56638
C -1.52291 -0.91650 -0.83654
C -0.77033 0.82456 0.33427
N -1.73781 1.72235 0.59568
N -2.72604 -0.34033 -1.03369
O -3.65082 -0.81683 -0.40363
O -2.74898 0.72836 -1.70866
H 1.61358 -1.33005 1.40023
H -0.02694 -1.99804 0.63339
H -0.85137 -0.08331 2.20901
H 0.70285 0.67112 1.97203
H 2.10399 0.86638 0.07437
H 2.03352 0.90152 -1.64291
H 1.57931 -1.82467 -0.93381
H -0.21434 1.85198 -1.51189
H -0.19968 -0.60514 -2.67869
H -1.60453 -1.85794 -0.19042
H -2.29344 1.44604 1.38888
H -2.11080 1.91449 -0.30641
```

Computed properties:
- charge = 0
- HOMO-LUMO gap (eV) = 8.3
- LUMO energy (eV) = 0.26
- highest occupied orbital energy (eV) = -8.057

Atom charges from the Mulliken analysis, given in e for atoms 1 to 4: atom 1 (C): -0.867, atom 2 (C): -0.761, atom 3 (C): -1.048, atom 4 (C): 0.020


Version 2
ORCA calculation (ωB97M-V/def2-TZVPD) on one molecule with the formula C8H12N2O2.

```
24
C8H12N2O2 | the Open Molecules 2025 dataset | ωB97M-V/def2-TZVPD
C -0.67444 0.22373 1.49886
C 0.42849 1.20631 -0.57367
C 1.13291 -0.99354 0.41048
C 0.57341 0.43266 0.71456
C -1.71280 0.45014 -1.32828
C 1.63913 2.05016 -1.02398
C 1.38594 -1.89189 1.55686
C -1.63465 -1.04386 -1.13313
N -0.69295 1.27974 -1.24620
N -0.82191 -0.60884 2.41910
O 1.27953 -1.29778 -0.77272
O -2.88957 1.02089 -1.64512
H 1.25304 0.84856 1.32179
H 1.64021 2.17261 -2.06286
H 2.55614 1.80838 -0.74711
H 1.36674 3.05621 -0.71060
H 1.82707 -2.88843 1.09282
H 0.55335 -1.88121 2.17658
H 2.07616 -1.41805 2.13116
H -2.09332 -1.23092 -0.08835
H -0.59882 -1.30978 -1.18962
H -2.22871 -1.43106 -1.82514
H -1.74574 -0.51087 2.92353
H -2.61923 1.95686 -1.89895
```

Computed properties:
- charge = 0
- HOMO-LUMO gap (alpha / beta) (eV) = 8.8 / 5.6
- LUMO energy (alpha / beta) (eV) = 0.65 / -0.57
- highest occupied orbital energy (alpha / beta) (eV) = -8.107 / -6.123

Atom charges from the Mulliken analysis, given in e for atoms 1 to 4: atom 1 (C): -0.703, atom 2 (C): 0.540, atom 3 (C): 0.644, atom 4 (C): 0.146


version 2 is favored, and the nearest alternative lies 16.1 kcal/mol above it.